(1)
This record from OMol25 describes a molecular structure, C52H49FeN8SSi. The level of theory is ωB97M-V with the def2-TZVPD basis set.

```
112
Properties=species:S:1:pos:R:3:forces:R:3
Fe 0.3549 -0.1765 -0.3033 0.6 0.3 -0.5
S 1.9765 0.6656 -1.7380 0.1 -0.1 0.1
Si -1.3172 3.1671 1.5618 0.0 -0.1 0.2
N -1.0441 0.9522 -1.6435 0.1 -0.1 0.0
N 2.8976 -2.2691 -1.3766 0.0 0.0 -0.2
N 2.2279 3.4302 2.0915 -0.1 -0.2 0.1
N 1.8655 -0.9967 0.9724 -0.3 0.0 -0.1
N -0.3591 -2.0088 -0.9098 -0.1 -0.2 0.1
N 2.4576 -5.0142 -1.5310 0.0 0.0 0.2
N 4.6499 -3.6809 6.8996 0.0 0.0 0.0
N 0.7300 1.3710 0.9020 -0.2 0.0 -0.3
C -1.1138 4.2503 3.0800 0.0 0.0 0.1
C -0.8936 -3.8757 -2.4758 0.1 0.1 0.0
C -0.7639 5.8069 5.3880 0.0 0.0 0.0
C 1.9820 -0.2400 2.0742 0.0 0.0 0.1
C 0.2047 -1.8852 -3.2235 0.0 0.0 0.1
C -2.6704 -2.7483 -0.2026 0.1 0.0 0.0
C 2.5296 -0.7378 3.2557 -0.1 0.3 -0.1
C -3.1406 0.4810 -0.4213 0.0 0.0 0.0
C -0.4883 6.3431 4.1364 0.0 0.0 0.0
C -3.1595 1.5602 -2.6193 0.0 -0.1 0.1
C 2.3278 -4.3423 -0.3909 0.0 -0.1 0.0
C 3.6276 -2.8296 6.9170 -0.1 0.0 0.0
C -1.2140 4.4987 5.4933 0.0 0.0 0.0
C 2.4321 -2.2144 0.9675 0.1 0.0 0.0
C 4.6597 -3.4833 4.5094 0.1 -0.1 0.1
C -1.1658 2.2747 -3.7071 0.0 0.1 0.0
C 1.5288 1.1633 1.9342 0.0 -0.2 0.1
C 3.0091 -2.7566 2.1037 -0.1 0.0 -0.1
C 2.5138 -2.9658 -0.3180 0.0 0.0 0.2
C -1.3153 -5.7930 -4.0238 0.0 0.0 0.0
C 1.5906 2.3959 -3.7803 0.0 0.0 0.0
C -0.6760 -3.8672 0.8301 0.0 0.0 0.0
C 0.9490 -1.5573 -5.5741 0.0 0.0 0.0
C -4.7413 4.7631 -0.1962 0.0 0.0 0.0
C 1.4532 3.6841 1.1095 0.0 0.1 -0.1
C 3.0704 -2.2660 5.7792 0.0 0.0 0.1
C -2.9404 5.1614 -1.7338 0.0 0.0 0.0
C -1.1748 -2.5493 0.1923 0.1 0.0 -0.1
C 0.3166 -2.4019 -4.4947 0.0 0.0 0.0
C -0.6635 5.5705 2.9977 0.0 0.0 0.0
C -0.7693 -4.4118 -3.7538 0.0 0.0 0.0
C -2.0603 4.5327 -0.8601 0.0 0.0 0.0
C -1.3847 3.7314 4.3475 0.0 0.0 0.0
C 5.1465 -3.9899 5.7050 0.0 0.0 -0.1
C 2.9904 -2.9266 -2.5216 0.0 0.0 0.0
C -2.5740 2.1991 -3.6519 -0.1 0.1 -0.1
C 3.5917 -2.5952 4.5341 -0.1 0.1 -0.2
C -1.0555 -1.5157 1.3379 -0.2 0.2 0.1
C 2.7623 -4.2951 -2.6022 0.0 0.1 -0.1
C -0.4247 1.6022 -2.7069 0.1 0.0 0.1
C -3.8555 4.1415 0.6720 0.0 0.0 0.0
C 0.3288 2.7642 0.6927 0.1 -0.1 0.1
C -2.4980 4.0111 0.3598 0.1 0.1 -0.1
C -4.2818 5.2766 -1.4032 0.0 0.0 0.0
C 0.8405 3.0812 -4.7381 0.1 0.0 0.0
C -0.3739 -2.5983 -2.1396 0.0 0.1 0.1
C 2.1226 2.1652 2.6796 0.0 0.3 -0.1
C -0.5278 3.0099 -4.7278 0.0 0.0 0.1
C 1.0088 1.6203 -2.7809 -0.1 0.0 -0.1
C -0.1546 -3.6907 -4.7689 0.0 0.0 0.0
C -2.3597 0.9788 -1.5973 -0.1 0.1 0.0
C 3.0247 -2.0221 3.2862 0.1 -0.2 0.2
H -0.0625 -4.1126 -5.7660 0.0 0.0 0.0
H -4.9711 5.7601 -2.0863 0.0 0.0 0.0
H 3.4340 -3.7499 2.0539 0.0 0.0 0.0
H -2.5759 5.5452 -2.6794 0.0 0.0 0.0
H 1.3532 3.6548 -5.5023 0.0 0.0 0.0
H 2.6733 2.4321 -3.8180 0.0 0.0 0.0
H -1.0185 4.4404 -1.1511 0.0 0.0 0.0
H -0.9173 -6.5209 -3.3117 0.0 0.0 0.0
H 2.8083 1.9570 3.4895 -0.1 0.0 -0.1
H -3.1606 2.6792 -4.4286 0.0 0.0 0.0
H -4.2367 1.5044 -2.5223 0.0 0.0 0.0
H 0.1578 2.8995 -0.3798 0.0 0.0 0.0
H -1.9913 1.9322 2.0537 0.0 0.0 0.0
H -0.6235 6.4083 6.2789 0.0 0.0 0.0
H -2.5441 -0.0568 0.2939 0.0 0.0 0.0
H -4.2290 3.7514 1.6158 0.0 0.0 0.0
H 0.2839 -3.7150 1.3260 0.0 0.0 -0.1
H 0.3186 -0.6976 -5.8173 0.0 0.0 0.0
H -1.3888 -4.1952 1.5970 0.0 0.0 -0.1
H -1.0560 -6.1291 -5.0297 0.0 0.0 0.0
H -1.3800 -4.4896 -1.7355 0.0 0.0 0.1
H 3.2647 -2.3464 -3.3970 0.0 0.0 0.0
H -1.4272 4.0737 6.4676 0.0 0.0 0.0
H 5.1325 -3.7657 3.5777 0.0 0.0 0.0
H 2.8312 -4.8134 -3.5515 0.0 0.0 0.0
H 2.2265 -1.5948 5.8699 0.0 0.0 0.0
H 1.6198 4.6005 0.5392 0.0 -0.1 0.0
H 2.0695 -4.9185 0.4900 -0.1 0.0 0.0
H -1.9795 -1.4360 1.9164 0.0 -0.1 0.0
H -1.1347 3.5093 -5.4745 0.0 0.0 0.0
H 5.9843 -4.6791 5.6970 0.0 0.0 0.0
H 1.1083 -2.1312 -6.4897 0.0 0.0 0.0
H -0.5638 -4.6694 0.1052 0.0 0.0 -0.1
H 1.9115 -1.1529 -5.2474 0.0 0.0 0.0
H -1.7260 2.7049 4.4414 0.0 0.0 0.0
H -0.4406 6.0072 2.0283 0.0 0.0 0.0
H -5.7898 4.8473 0.0673 0.0 0.0 0.0
H 0.6213 -0.9093 -3.0097 0.0 -0.1 0.0
H -3.3403 -2.3637 0.5710 0.0 0.0 0.0
H -3.9583 -0.1573 -0.7547 0.0 0.0 0.0
H -3.5807 1.3444 0.0840 0.0 0.0 0.0
H -0.1303 7.3625 4.0487 0.0 0.0 0.0
H -0.9059 -0.4652 1.0128 -0.1 -0.1 0.3
H -2.9160 -3.8015 -0.3420 0.0 0.0 0.0
H -2.8936 -2.2396 -1.1393 0.0 0.0 0.0
H -2.4053 -5.8125 -3.9345 0.0 0.0 0.0
H 2.5722 -0.0905 4.1208 0.0 0.0 0.0
H 3.2244 -2.5838 7.8937 0.0 0.0 0.0
H -0.2579 -1.7651 2.0340 0.0 0.0 0.0
```
Forces are in eV/Å.

Properties
E_HOMO (alpha / beta): -3.6520 / -3.6624 eV
E: -4400.48581 a.u.
Strongest force on any atom: 0.80 eV/A
Total charge: -1
Lowest unoccupied orbital energy (alpha / beta): 0.066 / 0.066 Ha
Kohn-Sham gap (alpha / beta): 5.441 / 5.452 eV

These are the Löwdin partial charges, in e, on atoms 1 to 6: Fe 0.300; S 0.746; Si 0.774; N 0.135; N 0.136; N 0.045


(2)
This record from OMol25 describes a molecular structure, C52H49N11O2P2RuSe2. The level of theory is ωB97M-V with the def2-TZVPD basis set.

```
119
Properties=species:S:1:pos:R:3:forces:R:3
Ru 1.3341 -0.2588 0.0949 -0.1 0.6 0.3
Se -1.7453 1.4765 2.2108 0.0 0.0 -0.1
Se -4.3324 -4.4657 0.6765 0.0 0.0 0.0
P -2.9227 0.1916 0.9963 0.0 0.0 0.1
P -3.4696 -3.4197 -0.9191 0.1 0.0 0.1
O 7.0756 3.8977 4.4014 0.0 0.0 0.0
O 3.0400 4.1172 4.7120 -0.1 0.1 0.0
N 1.1871 1.7526 -0.3358 -0.1 0.0 -0.2
N -0.6037 -1.1074 0.6463 0.1 0.0 -0.1
N 4.1925 0.9233 1.5952 0.0 -0.1 0.0
N -0.8557 -2.9582 -0.4521 0.0 0.0 -0.3
N 1.6877 2.7475 1.7183 -0.1 0.2 -0.1
N 3.3641 -1.0217 -0.5083 -0.1 -0.1 -0.2
N -0.0005 -2.1729 0.1362 0.2 -0.3 0.3
N 5.0401 3.2521 5.2761 0.1 0.1 0.2
N 0.7254 4.0073 0.0541 0.1 -0.1 0.0
N 1.5225 0.4039 2.0546 -0.2 -0.5 -0.4
N 1.3171 1.8964 3.8553 -0.1 0.0 0.1
C -4.6709 -2.1922 -3.1734 0.1 0.1 0.0
C 4.0299 3.4725 4.4018 -0.1 0.0 0.0
C -3.2975 0.7014 -1.7389 -0.2 -0.1 0.1
C -6.5682 -0.8696 2.5241 0.0 0.0 0.0
C 4.4753 -1.0858 0.2316 0.0 0.0 0.1
C 1.1821 2.7960 0.4721 -0.1 0.1 0.2
C -6.2034 -1.8118 3.4737 0.0 0.0 0.0
C 1.9519 1.6224 2.5965 0.4 0.1 0.0
C 2.1637 -1.1340 -2.5731 0.0 0.0 -0.1
C -1.5421 -5.9966 -4.1903 0.0 0.1 0.0
C -2.0745 -2.3803 -0.3465 0.0 -0.2 0.1
C -0.0359 -0.1458 -2.5857 0.1 0.0 0.0
C -5.6546 -1.4215 -3.7761 0.0 0.0 0.0
C -3.7574 1.4592 -2.8051 0.0 0.0 0.0
C -1.9182 -1.1824 0.3683 0.0 0.2 -0.2
C -3.8969 -1.5346 2.8766 0.0 0.0 0.0
C -2.9379 -5.7865 -2.2470 -0.1 0.1 0.0
C 6.7505 -1.3301 1.9227 -0.1 0.0 0.0
C 4.9362 3.0218 0.7549 0.0 -0.1 0.0
C -4.8471 2.9528 -1.2738 0.0 0.0 0.0
C -4.6686 -2.3658 -1.7920 -0.1 0.0 0.1
C 6.8489 -1.6178 0.5595 -0.1 0.0 -0.1
C -6.6416 -0.8218 -3.0096 0.0 0.0 0.0
C 3.4065 -1.3478 -1.8160 0.0 -0.1 -0.1
C 5.7303 -1.8957 -1.6403 -0.1 0.0 0.0
C -1.2742 -4.6316 -4.1492 0.0 -0.1 0.0
C 4.5976 -1.7862 -2.4049 0.0 0.0 0.1
C -5.5977 -0.2565 1.7460 0.0 0.1 0.1
C 4.7339 1.6970 0.6076 0.0 0.1 0.0
C 5.6957 -1.5348 -0.2832 0.1 -0.1 0.0
C -1.8377 -3.8498 -3.1608 0.0 0.1 0.1
C -4.8680 -2.1431 3.6494 0.0 0.0 0.0
C -2.6796 -4.4247 -2.2056 0.0 0.0 0.0
C 4.7391 3.5811 2.0630 0.0 0.0 0.0
C 1.9947 -1.5186 -3.9020 0.0 0.0 0.1
C -0.1921 -0.5153 -3.9168 0.0 0.0 0.0
C 1.1276 -0.4736 -1.9054 0.0 -0.1 0.1
C 0.1076 4.9427 0.9917 0.0 0.1 0.1
C -3.6082 1.0662 -0.4326 0.1 0.0 -0.1
C -4.2582 -0.5894 1.9190 -0.1 0.0 0.0
C -6.6576 -1.0106 -1.6356 0.0 0.1 -0.1
C -4.3740 2.2089 -0.2070 0.0 0.1 0.1
C 5.5846 -0.8837 2.4677 0.1 0.0 0.0
C -4.5371 2.5810 -2.5740 0.0 0.0 -0.1
C 0.8166 -1.2143 -4.5664 0.0 0.0 0.0
C -2.3693 -6.5704 -3.2421 0.0 0.0 0.0
C 6.3441 2.7976 4.9041 0.1 -0.1 0.0
C -5.6849 -1.7892 -1.0340 0.0 -0.1 0.0
C 0.2478 4.1426 -1.3127 0.0 0.0 -0.1
C 4.1661 2.8654 3.0429 0.2 0.1 -0.1
C 4.3880 -0.5441 1.6341 -0.1 -0.1 0.0
C 3.5817 1.5148 2.7569 -0.4 0.1 0.1
H 0.9830 3.7571 -2.0181 0.0 0.0 0.0
H 3.6970 0.8412 3.6115 0.1 0.0 0.0
H 1.5087 1.1704 4.5354 0.0 0.0 0.0
H -5.7299 -1.9942 0.0270 0.0 0.0 -0.1
H -2.8555 -1.8023 3.0092 0.0 0.0 0.0
H -2.5715 -7.6315 -3.2694 0.0 0.0 0.0
H 6.8260 2.3790 5.7929 0.0 0.0 -0.1
H -7.4086 -0.2263 -3.4844 0.0 0.0 0.0
H 4.6223 -2.0234 -3.4572 0.0 0.0 0.0
H -4.5851 -2.8882 4.3791 0.0 0.0 0.0
H 5.1299 4.5650 2.2832 0.0 0.1 0.0
H -0.7140 3.6384 -1.4635 0.0 0.0 0.0
H -5.8938 0.4613 0.9945 0.0 0.0 0.0
H -2.7201 -0.1904 -1.9293 0.0 -0.1 0.0
H -5.6574 -1.3059 -4.8512 0.0 0.0 0.0
H 0.6874 -1.5198 -5.5946 0.0 0.0 -0.1
H -4.9053 3.1651 -3.4057 0.0 0.0 0.0
H 5.3453 3.6036 -0.0538 0.0 0.0 0.0
H 7.7800 -1.9532 0.1308 0.1 0.0 0.0
H 3.4756 -0.9382 2.1008 0.1 0.0 -0.1
H -7.4410 -0.5689 -1.0352 0.0 0.0 0.0
H 7.6116 -1.4898 2.5557 0.0 0.0 0.0
H -0.9137 4.6312 1.2260 0.0 0.0 0.0
H -1.5991 -2.7934 -3.1128 0.0 0.0 0.0
H 0.1174 5.2012 -1.5257 0.0 0.0 0.0
H -3.9264 -2.6726 -3.7917 0.0 0.0 0.0
H 0.8684 -0.0527 2.6884 -0.1 0.1 0.0
H -4.5757 2.5345 0.8061 0.0 0.0 0.0
H 1.8835 3.6374 2.1522 0.0 -0.1 0.0
H -3.5798 -6.2245 -1.4933 0.0 0.0 0.0
H 5.5075 -0.7043 3.5314 0.0 0.0 0.0
H -5.4488 3.8321 -1.0903 0.0 0.0 0.0
H 7.9853 3.6264 4.2372 0.0 0.0 0.0
H 0.6600 5.0350 1.9216 0.0 0.0 0.0
H 0.0952 5.9274 0.5289 0.0 0.0 0.0
H -7.6093 -0.6154 2.3823 0.0 0.0 0.0
H -1.0969 -6.6099 -4.9605 0.0 0.0 0.0
H 5.0088 1.1784 -0.2992 0.0 0.0 -0.1
H 1.6079 2.7881 4.2487 0.0 0.0 0.0
H -0.8362 0.3728 -2.0711 0.1 0.0 0.0
H -0.6164 -4.1847 -4.8811 0.0 0.0 0.0
H -6.9622 -2.2948 4.0728 0.0 0.0 0.0
H 2.7654 -2.0667 -4.4253 0.0 0.0 0.0
H -3.5248 1.1585 -3.8169 0.0 0.0 -0.1
H 0.7563 1.9464 -1.2298 0.0 0.0 0.1
H -1.1047 -0.2675 -4.4440 0.0 0.0 0.0
H 6.2455 2.0145 4.1434 0.0 0.1 0.1
H 6.6591 -2.2353 -2.0791 0.0 0.0 0.0
H 4.9466 3.7597 6.1472 0.0 0.0 0.0
```
Forces are in eV/Å.

Properties
<S²>: 8.82
Spin multiplicity: 6
E_HOMO (alpha / beta): -9.5077 / -9.5051 eV
E: -8343.96786 a.u.
Strongest force on any atom: 0.72 eV/A
Total charge: +1
Lowest unoccupied orbital energy (alpha / beta): -0.096 / -0.158 Ha
ΔE to the lowest compared entry with this formula, charge and spin: 245.7 kJ/mol
Kohn-Sham gap (alpha / beta): 6.895 / 5.217 eV

These are the Löwdin partial charges, in e, on atoms 1 to 6: Ru 1.421; Se 0.343; Se 0.356; P 0.564; P 0.537; O -0.022


- Which of these has the lowest E?
  C52H49N11O2P2RuSe2